Entry 1:
DFT (ωB97M-V/def2-TZVPD) results for a structure of composition C16H27Cl2NO4Tl.

Each line ends with the Mulliken charge.
Atoms and positions in Å:
Tl (0.411, -0.031, 0.136)  1.8369
C (0.264, -0.448, -3.428)  -1.0317
O (-0.306, -0.928, -2.215)  0.0144
C (-1.241, -1.989, -2.374)  -0.6296
C (-2.333, -1.831, -1.353)  -0.6161
O (-1.734, -1.831, -0.062)  -0.1906
C (-2.684, -1.734, 0.991)  -0.6094
C (-1.953, -1.869, 2.299)  -0.6735
O (-1.037, -0.798, 2.427)  -0.0977
C (-0.299, -0.876, 3.639)  -0.7674
H (-0.515, -0.064, -4.090)  0.3875
H (0.947, 0.356, -3.166)  0.2327
H (0.816, -1.242, -3.940)  0.3522
H (-1.679, -1.964, -3.375)  0.4600
H (-0.732, -2.949, -2.241)  0.2894
H (-2.864, -0.886, -1.516)  0.2765
H (-3.047, -2.657, -1.438)  0.4437
H (-3.206, -0.772, 0.945)  0.2307
H (-3.427, -2.533, 0.905)  0.4147
H (-2.678, -1.851, 3.121)  0.4533
H (-1.420, -2.826, 2.333)  0.3484
H (-0.964, -0.784, 4.502)  0.2922
H (0.243, -1.825, 3.703)  0.3470
H (0.407, -0.049, 3.645)  0.1335
Cl (2.697, 1.566, 1.997)  -0.0699
C (2.007, 2.946, 2.893)  -0.4606
Cl (0.258, 2.817, 3.071)  -0.0845
H (2.236, 3.846, 2.335)  0.3376
H (2.460, 2.957, 3.876)  0.3779
N (4.358, -1.089, -1.674)  -0.4003
C (3.157, -0.905, -1.111)  0.6158
O (2.605, 0.198, -1.125)  -0.5817
C (2.492, -2.129, -0.504)  -0.7906
C (1.519, -1.789, 0.617)  -1.5979
H (4.815, -0.310, -2.119)  0.2647
H (4.824, -1.978, -1.643)  0.1905
H (3.257, -2.835, -0.174)  0.5105
H (1.958, -2.611, -1.330)  0.2036
H (2.043, -1.597, 1.554)  0.6127
H (0.802, -2.590, 0.780)  0.3264
C (-1.592, 4.301, -0.870)  -0.4989
C (-0.219, 4.116, -0.944)  -0.7210
C (0.333, 2.876, -0.651)  -0.2023
C (-0.491, 1.817, -0.282)  -0.1018
C (-1.868, 2.003, -0.219)  0.0191
C (-2.417, 3.244, -0.509)  -0.8057
H (-2.020, 5.269, -1.094)  0.3920
H (0.424, 4.938, -1.232)  0.4303
H (1.407, 2.740, -0.712)  0.4718
H (-2.523, 1.191, 0.072)  0.2432
H (-3.488, 3.389, -0.451)  0.4219

Cartesian forces (eV/Å) of the 2 atoms listed first:
-0.01 -0.12 0.07
0.01 -0.03 -0.02

Calculated values
charge: +1
LUMO: -1.98 eV
energy relative to the best compared isomer or geometry (same formula, charge and spin): 0.00 kJ/mol
spin multiplicity: 1
highest occupied orbital energy: -0.43744 Ha

Entry 2:
DFT (ωB97M-V/def2-TZVPD) results for a cluster of 3 separate species, C3H10O3S in total.

Each line ends with the natural charge from an NBO analysis.
Atoms and positions in Å:
O (0.384, 1.296, 1.652)  -0.5335
C (0.736, 1.111, 0.503)  0.4314
C (1.098, -0.293, 0.090)  -0.5233
C (-0.146, -1.214, 0.277)  -0.5143
S (-1.780, -0.435, 0.242)  -0.0124
H (0.352, 1.836, -0.239)  0.1332
H (1.895, -0.684, 0.728)  0.2425
H (1.435, -0.260, -0.966)  0.2110
H (-0.125, -1.921, -0.536)  0.2292
H (-0.004, -1.748, 1.227)  0.2259
H (-1.997, -0.720, -1.024)  0.1105
H (1.877, -0.149, 4.911)  0.4733
H (1.242, -0.700, 3.608)  0.4746
O (1.990, -0.779, 4.199)  -0.9481
H (-2.374, 0.814, -5.201)  0.4712
H (-2.495, 2.117, -4.345)  0.4723
O (-2.088, 1.729, -5.125)  -0.9435

Cartesian forces (eV/Å) of the 2 atoms listed first:
1.01 0.42 -0.13
-2.35 -0.64 1.28

Calculated values
structure (SMILES): O=CCCS.O.O
LUMO: 0.26 eV
energy relative to the best compared isomer or geometry (same formula, charge and spin): 95.52 kJ/mol
spin multiplicity: 1
highest occupied orbital energy: -0.34811 Ha

Entry 3:
DFT (ωB97M-V/def2-TZVPD) results for the molecule C2H3NO2S.

Each line ends with the natural charge from an NBO analysis.
Atoms and positions in Å:
C (1.080, -0.631, 0.543)  0.2272
C (-1.449, 1.599, -1.055)  0.1291
N (-0.452, 0.985, -0.720)  -0.1896
O (0.300, -1.726, 0.328)  -0.7005
O (0.257, 0.620, 0.431)  -0.3937
S (-2.669, 1.977, -1.868)  0.0597
H (1.536, -0.484, 1.614)  0.1869
H (-0.435, -1.898, 1.083)  0.4944
H (1.833, -0.441, -0.357)  0.1866

Cartesian forces (eV/Å) of the 2 atoms listed first:
0.30 2.26 -1.79
3.88 -2.84 2.13

Calculated values
structure (SMILES): OCON=C=S
LUMO: 0.21 eV
energy relative to the best compared isomer or geometry (same formula, charge and spin): 453.03 kJ/mol
spin multiplicity: 1
highest occupied orbital energy: -0.32415 Ha

Entry 4:
DFT (ωB97M-V/def2-TZVPD) results for a structure of composition C13H20N3O7SSe3W.

Each line ends with the natural charge from an NBO analysis.
Atoms and positions in Å:
W (-0.493, 0.419, -0.576)  1.4978
C (2.339, 2.847, 1.798)  -0.6254
C (2.007, 1.575, 2.577)  0.1432
C (2.099, 1.790, 4.079)  -0.6255
O (2.820, 0.482, 2.157)  -0.7199
C (0.589, 1.177, 2.212)  0.8090
O (-0.408, 1.369, 2.818)  -0.4842
O (0.532, 0.526, 0.969)  -0.7173
H (3.371, 3.132, 2.005)  0.2264
H (1.687, 3.666, 2.101)  0.2396
H (2.225, 2.688, 0.724)  0.2215
H (3.112, 2.105, 4.334)  0.2204
H (1.872, 0.870, 4.616)  0.2267
H (1.408, 2.564, 4.404)  0.2423
H (3.715, 0.636, 2.480)  0.4858
C (2.965, 0.388, -1.230)  -0.7942
Se (1.402, 1.359, -1.863)  0.3842
C (0.398, 0.884, -5.367)  -0.3839
C (-0.397, -0.173, -5.334)  -0.3981
Se (0.287, -1.448, -1.987)  0.2846
C (-0.356, -3.204, -1.402)  -0.8083
H (3.802, 1.075, -1.336)  0.2430
H (3.120, -0.489, -1.852)  0.2406
H (2.826, 0.114, -0.187)  0.2545
H (1.448, 0.798, -5.621)  0.1968
H (0.024, 1.879, -5.159)  0.1995
H (-0.033, -1.168, -5.560)  0.1943
H (-1.451, -0.076, -5.099)  0.1923
H (0.163, -3.905, -2.051)  0.2524
H (-1.427, -3.314, -1.549)  0.2199
H (-0.076, -3.405, -0.371)  0.2228
O (-0.600, 2.933, -0.155)  -0.9019
S (-1.912, 2.487, -0.615)  2.5134
O (-2.971, 3.382, -0.835)  -0.8332
O (-1.497, 1.585, -1.856)  -0.8671
O (-2.188, 1.272, 0.300)  -0.9070
Se (-4.468, -1.640, -1.479)  1.1493
N (-4.551, -2.689, -0.079)  -0.5811
C (-3.449, -2.493, 0.624)  0.1170
C (-3.068, -3.090, 1.860)  -0.0928
C (-1.860, -2.743, 2.386)  -0.2635
C (-1.009, -1.809, 1.737)  0.1672
N (-1.320, -1.250, 0.592)  -0.5032
C (-2.518, -1.584, 0.041)  0.2555
N (-2.852, -1.028, -1.102)  -0.6456
H (-3.726, -3.794, 2.354)  0.2572
H (-1.524, -3.166, 3.322)  0.2561
H (-0.060, -1.533, 2.175)  0.2387

Cartesian forces (eV/Å) of the 2 atoms listed first:
0.75 -0.26 -0.22
-0.03 0.01 -0.07

Calculated values
charge: +1
LUMO (spin up / spin down): -5.35 / -5.35 eV
energy relative to the best compared isomer or geometry (same formula, charge and spin): 22.12 kJ/mol
spin multiplicity: 1
highest occupied orbital energy (spin up / spin down): -0.43534 / -0.43523 Ha

Entry 5:
DFT (ωB97M-V/def2-TZVPD) results for a structure of composition C38H32Cl2F5HgN8O5S4.

Each line ends with the Löwdin spin population.
Atoms and positions in Å:
Hg (-0.021, 0.121, -0.840)  0.3534
O (-2.054, -3.329, 2.318)  0.0008
C (-1.098, -4.253, 2.167)  0.0000
C (-1.026, -5.265, 3.132)  0.0001
C (-0.063, -6.250, 3.048)  -0.0001
C (0.855, -6.249, 2.000)  0.0002
C (0.787, -5.247, 1.048)  0.0004
C (-0.177, -4.242, 1.105)  0.0010
C (-0.211, -3.145, 0.082)  0.0066
O (-1.146, -2.290, 0.151)  0.0596
N (0.772, -3.188, -0.793)  0.0075
N (0.850, -2.079, -1.606)  0.0571
C (1.556, -2.246, -2.647)  0.0039
S (1.860, -0.959, -3.806)  0.0066
C (3.363, -1.754, -4.427)  0.0000
C (3.072, -3.239, -4.557)  0.0003
S (2.308, -3.811, -3.012)  0.0039
H (-1.968, -2.698, 1.556)  0.0003
H (-1.744, -5.240, 3.941)  0.0000
H (-0.023, -7.024, 3.807)  0.0000
H (1.614, -7.019, 1.931)  0.0000
H (1.488, -5.214, 0.224)  0.0002
H (4.192, -1.578, -3.739)  0.0000
H (3.594, -1.300, -5.391)  0.0000
H (3.985, -3.815, -4.713)  0.0001
H (2.390, -3.421, -5.389)  0.0000
Cl (1.704, -1.227, 1.981)  0.0173
C (2.952, -1.287, 0.783)  0.0102
C (3.632, -2.483, 0.654)  -0.0015
C (4.646, -2.607, -0.280)  0.0117
C (4.950, -1.531, -1.093)  -0.0017
C (4.222, -0.358, -0.974)  0.0117
Cl (4.634, 0.929, -2.092)  0.0038
C (3.195, -0.163, -0.034)  0.0080
S (2.299, 1.334, 0.091)  0.1742
H (3.341, -3.317, 1.277)  -0.0003
H (5.175, -3.544, -0.390)  0.0008
H (5.740, -1.590, -1.831)  -0.0003
O (-2.735, 0.013, 4.702)  0.0006
S (-1.813, 0.370, 3.594)  0.0052
C (-2.450, 1.899, 2.868)  0.0016
C (-1.890, 2.428, 1.716)  0.0202
C (-2.408, 3.601, 1.187)  0.0024
C (-3.491, 4.222, 1.795)  0.0002
C (-4.062, 3.663, 2.934)  0.0006
C (-3.542, 2.495, 3.475)  0.0003
C (-0.420, 1.213, 4.394)  0.0001
C (0.681, 1.615, 3.649)  0.0000
C (1.722, 2.270, 4.288)  0.0003
C (1.668, 2.508, 5.656)  0.0002
C (0.571, 2.080, 6.390)  0.0000
C (-0.480, 1.426, 5.759)  0.0002
H (-1.069, 1.927, 1.213)  0.0360
H (-1.970, 4.010, 0.285)  0.0004
H (-3.901, 5.133, 1.376)  0.0000
H (-4.916, 4.139, 3.401)  0.0000
H (-3.969, 2.019, 4.349)  0.0000
H (0.754, 1.416, 2.586)  -0.0006
H (2.582, 2.590, 3.714)  0.0003
H (2.486, 3.022, 6.146)  0.0000
H (0.531, 2.253, 7.459)  0.0000
H (-1.351, 1.074, 6.298)  0.0000
C (-4.626, 1.956, -0.958)  0.0009
N (-4.707, 1.140, 0.233)  0.0009
C (-3.942, 0.012, 0.430)  0.0041
N (-3.359, -0.527, -0.681)  0.0262
O (-3.845, -0.496, 1.540)  0.0022
H (-5.150, 2.893, -0.777)  0.0000
H (-5.103, 1.462, -1.807)  0.0000
H (-3.595, 2.205, -1.233)  0.0011
H (-4.914, 1.604, 1.102)  0.0000
H (-3.278, 0.016, -1.526)  0.0050
H (-2.593, -1.169, -0.493)  0.0115
N (6.860, 2.461, -0.138)  0.0001
C (6.272, 3.111, 0.897)  0.0009
N (5.140, 2.589, 1.392)  0.0071
N (6.898, 4.166, 1.387)  0.0005
C (6.317, 4.749, 2.427)  0.0002
N (5.821, 5.276, 3.336)  0.0001
H (6.272, 1.904, -0.744)  0.0001
H (7.597, 2.983, -0.579)  0.0000
H (4.576, 1.951, 0.840)  0.0071
H (4.597, 3.147, 2.032)  0.0006
F (-5.710, 0.091, -5.269)  0.0013
C (-4.464, 0.218, -4.760)  0.0048
C (-3.961, 1.459, -4.418)  -0.0003
F (-4.733, 2.552, -4.583)  -0.0004
C (-2.688, 1.588, -3.899)  0.0041
F (-2.264, 2.827, -3.573)  0.0027
C (-1.810, 0.491, -3.694)  0.0116
O (-0.630, 0.619, -3.232)  0.0982
C (-2.382, -0.759, -4.057)  0.0039
F (-1.646, -1.870, -3.892)  0.0023
C (-3.656, -0.891, -4.569)  -0.0002
F (-4.130, -2.107, -4.898)  -0.0004

Cartesian forces (eV/Å) of the 2 atoms listed first:
-0.04 0.13 -0.01
-0.01 -0.01 0.00

Calculated values
charge: -2
LUMO (spin up / spin down): 3.68 / 3.68 eV
energy relative to the best compared isomer or geometry (same formula, charge and spin): 0.00 kJ/mol
spin multiplicity: 2
highest occupied orbital energy (spin up / spin down): -0.06138 / -0.11101 Ha
<S²>: 0.76

Entry 6:
DFT (ωB97M-V/def2-TZVPD) results for the molecule C17H13IN2O7P2S2.

Each line ends with the natural charge from an NBO analysis.
Atoms and positions in Å:
O (5.196, 1.836, 2.872)  -0.5070
C (4.510, 0.868, 3.283)  0.4549
I (3.712, 0.978, 5.306)  0.0645
C (4.215, -0.469, 2.394)  -0.5576
C (3.046, -0.111, 1.361)  0.0308
C (1.892, 0.849, 1.801)  -0.2195
C (0.692, 1.208, 0.841)  0.2154
N (-0.316, 2.105, 1.331)  -0.3366
C (-1.374, 2.333, 0.401)  -0.1926
P (-2.749, 3.518, 1.018)  1.6925
O (-3.745, 4.085, -0.234)  -0.9454
O (-1.889, 4.907, 1.600)  -0.9432
S (-3.684, 2.777, 2.543)  -0.5180
C (-1.388, 1.657, -1.004)  0.4679
O (-2.532, 1.958, -1.852)  -0.5055
C (-3.595, 1.028, -1.620)  0.7544
O (-4.772, 1.501, -1.616)  -0.5135
C (-3.448, -0.539, -1.424)  -0.1756
C (-2.512, -1.374, -2.372)  -0.1830
C (-2.341, -2.937, -2.240)  -0.2322
C (-3.124, -3.706, -1.140)  -0.2049
C (-4.075, -2.896, -0.216)  -0.2298
C (-4.237, -1.341, -0.326)  -0.1669
N (-0.406, 0.798, -1.576)  -0.3613
C (0.622, 0.610, -0.587)  0.1051
C (1.831, -0.331, -1.016)  -0.1441
C (3.019, -0.694, -0.096)  -0.4110
P (4.341, -1.859, -0.812)  1.7107
O (4.165, -3.474, -0.223)  -0.9532
O (3.998, -1.989, -2.511)  -0.9685
S (6.148, -1.176, -0.672)  -0.5360
H (3.811, -1.246, 3.129)  0.2559
H (5.212, -0.750, 1.916)  0.2942
H (1.880, 1.329, 2.845)  0.2624
H (-4.552, 4.445, 0.208)  0.5220
H (-1.597, 5.447, 0.815)  0.4936
H (-1.918, -0.855, -3.204)  0.2415
H (-1.622, -3.495, -2.950)  0.2355
H (-2.999, -4.840, -1.059)  0.2366
H (-4.683, -3.424, 0.613)  0.2368
H (-4.957, -0.801, 0.398)  0.2535
H (1.830, -0.769, -2.081)  0.2527
H (4.217, -4.091, -1.003)  0.5156
H (4.178, -1.068, -2.842)  0.5088

Cartesian forces (eV/Å) of the 2 atoms listed first:
-3.10 -4.44 1.70
2.80 2.83 -2.56

Calculated values
structure (SMILES): O=C(I)Cc1cc2nc(P(O)(O)=S)c(OC(=O)c3ccccc3)nc2cc1P(O)(O)=S
LUMO: -2.12 eV
spin multiplicity: 1
highest occupied orbital energy: -0.33978 Ha

Entry 7:
DFT (ωB97M-V/def2-TZVPD) results for the molecule C6H12OS.

Each line ends with the natural charge from an NBO analysis.
Atoms and positions in Å:
C (2.139, 0.365, -0.330)  -0.6500
C (0.906, -0.422, -0.061)  0.0618
C (0.980, -1.876, -0.446)  -0.6615
C (-0.227, 0.151, 0.403)  -0.0735
C (-1.518, -0.630, 0.636)  -0.5443
C (-0.349, 1.666, 0.487)  -0.1047
H (2.550, -0.129, -1.270)  0.2156
H (2.882, 0.309, 0.457)  0.2223
H (1.974, 1.470, -0.448)  0.2354
H (0.222, -2.070, -1.212)  0.2289
H (1.950, -2.206, -0.863)  0.2203
H (0.711, -2.551, 0.384)  0.2216
H (-1.964, -0.285, 1.623)  0.2217
H (-1.291, -1.724, 0.722)  0.2225
H (-3.843, -0.608, 0.187)  0.1235
H (-1.166, 1.933, 1.121)  0.1701
H (0.500, 2.137, 0.957)  0.1822
H (-1.310, 2.376, -1.009)  0.4735
O (-0.335, 2.336, -0.747)  -0.7153
S (-2.812, -0.240, -0.590)  -0.0502

Cartesian forces (eV/Å) of the 2 atoms listed first:
0.36 0.65 -1.48
-0.92 0.34 0.66

Calculated values
structure (SMILES): CC(C)=C(CO)CS
LUMO: 0.66 eV
energy relative to the best compared isomer or geometry (same formula, charge and spin): 119.25 kJ/mol
spin multiplicity: 1
highest occupied orbital energy: -0.32270 Ha

no.,electronic energy (eV)
1,-56442.0451
2,-20249.7764
3,-18538.7572
4,-241300.8458
5,-148235.2051
6,-83494.0272
7,-19298.1503